A cluster of 3 separate species, C23H58BF5N9O10P4S2 in total at a distorted geometry. Source: the OMol25 dataset; level of theory: ωB97M-V/def2-TZVPD.

Geometry (Å):
1 S -0.50116 -2.89010 0.31938
2 S 5.33332 -4.07814 -1.90302
3 P -3.65846 0.17231 -5.52204
4 P 3.75837 -4.63493 -0.87427
5 P 1.50342 -2.00972 1.08806
6 P 0.00004 4.74179 2.86071
7 F -2.64897 -5.39402 0.57556
8 F -1.02474 -5.50684 2.07307
9 F -3.03238 -5.00113 2.64735
10 F -3.03844 -2.88896 0.91442
11 F -1.87466 -2.77664 2.72405
12 O -0.18549 -4.19286 -0.28259
13 O 2.15372 1.43548 1.64357
14 O 3.11939 -1.44183 1.32602
15 O 5.39635 -6.57105 1.26897
16 O 0.89216 3.77196 3.60473
17 O 1.73939 0.04262 -0.98217
18 O 2.15606 -3.61345 0.75132
19 O -3.60153 1.61654 -5.07016
20 O 1.97578 -2.13399 -1.82919
21 O -1.03698 -2.09669 -0.79484
22 N -5.26034 -0.18652 -4.98767
23 N 4.04753 -4.80464 1.73580
24 N -1.17388 5.44890 1.82073
25 N -0.89853 5.28504 4.25568
26 N -2.42265 -0.44523 -4.47722
27 N -3.50423 -1.21173 -6.53316
28 N 1.25791 5.82098 2.37424
29 N 0.83998 -0.45370 1.76185
30 N 5.25472 -2.02796 1.73910
31 C -0.45815 6.43975 5.01514
32 C -1.28822 0.46380 -4.30993
33 C -1.88151 -3.31294 1.49579
34 C 5.34970 -5.38400 1.45178
35 C 4.00359 -4.51704 3.17200
36 C -1.24019 4.20565 5.17933
37 C 2.23768 5.24875 1.45128
38 C 3.55096 -3.77326 0.82330
39 C -5.75754 -1.45431 -4.50859
40 C -4.25730 -1.20296 -7.78284
41 C 1.18081 7.25405 2.23279
42 C 4.12704 -2.31592 0.83532
43 C -2.10602 -4.86077 1.65904
44 C 6.66901 -4.63728 1.47188
45 C -1.04360 5.15530 0.39476
46 C -6.31874 0.58694 -5.62372
47 C -2.18224 6.43676 2.13217
48 C -0.38740 0.11132 1.25768
49 C -2.76123 -1.02299 -3.18185
50 C 1.32916 -2.70152 2.88033
51 C 2.21417 0.42267 3.73480
52 C -2.85840 -2.47474 -6.24057
53 C 1.75532 0.48774 2.27449
54 B 1.77375 -1.32001 -0.73687
55 H 1.12054 -3.76933 2.91027
56 H -2.08293 4.50820 5.80730
57 H -5.93406 -2.19043 -5.30992
58 H -1.54820 3.31227 4.63600
59 H -1.02423 0.93491 -5.25840
60 H 7.41802 -5.37214 1.77550
61 H 4.53363 -2.06196 -0.15224
62 H -0.54921 5.97550 -0.14007
63 H -6.70965 -1.30364 -3.99549
64 H -0.40176 3.93252 5.83004
65 H 3.07990 -4.84881 3.64774
66 H -2.71097 -3.04803 -7.16088
67 H -2.92237 6.49116 1.32877
68 H -4.51439 -0.18199 -8.07110
69 H 5.06992 -1.17526 2.25056
70 H 0.72038 7.73595 3.09229
71 H 2.60159 -4.39421 -1.62788
72 H -0.46868 0.25307 0.17423
73 H 3.13786 -0.15693 3.76009
74 H -7.22424 0.58958 -5.01278
75 H 2.28792 -2.45629 3.33193
76 H -1.49394 1.25714 -3.58351
77 H -1.30490 -0.40900 1.56431
78 H 6.96842 -4.27877 0.48988
79 H -3.22518 -2.00565 -3.29410
80 H 0.64751 7.58139 1.32510
81 H -5.10368 -1.90469 -3.76685
82 H -5.18990 -1.77514 -7.69559
83 H -3.67110 -1.62309 -8.60352
84 H -3.46200 -3.08964 -5.56632
85 H -0.64752 7.36921 4.47309
86 H 3.17105 5.81631 1.47006
87 H 4.79693 -5.09161 3.66204
88 H 6.70068 -3.85966 2.23011
89 H 4.16228 -3.47727 3.45888
90 H -2.01817 4.98071 -0.06521
91 H 0.60488 6.38662 5.28854
92 H 3.73055 -6.02829 -0.65809
93 H 1.46399 -0.05960 4.36290
94 H 2.18894 7.67020 2.17946
95 H 1.86562 5.23120 0.41783
96 H 2.48515 4.22443 1.73575
97 H 0.61830 -2.11785 3.46436
98 H -0.41328 -0.09510 -3.97153
99 H -1.86954 -2.34389 -5.81185
100 H -1.04237 6.53372 5.93287
101 H 2.33827 1.45422 4.05165
102 H -1.86453 -1.21922 -2.59983
103 H -3.41848 -0.37250 -2.58921
104 H -6.57656 0.19360 -6.61862
105 H -0.45660 4.24882 0.23920
106 H 6.07268 -1.83089 1.17505
107 H -0.50552 1.12168 1.67060
108 H -2.74033 6.18970 3.03112
109 H -6.01666 1.62825 -5.74148
110 H 2.62528 0.41268 -1.06237
111 H 1.23198 -2.73858 -1.95920
112 H -1.74768 7.43595 2.24274

Values from the calculation:
LUMO energy = 0.0691 hartree
Charge = -1
HOMO energy = -0.20609 Eh
Frontier orbital gap = 7.49 eV